Record 1
The following is a DFT calculation (wB97M-V/def2-TZVPD) of C4H3NO3 in the gas phase in a non-equilibrium geometry.

Last column: natural (NBO) charge in e.
Element x y z (Å)
1 O -0.19 2.05 -0.11  -0.50
2 C -0.52 0.86 0.05  0.56
3 N -2.02 0.52 -0.05  -0.46
4 C -1.88 -0.80 0.21  0.36
5 O -0.65 -1.39 -0.08  -0.46
6 C 0.24 -0.44 -0.04  0.10
7 C 1.64 -0.71 -0.25  0.12
8 O 2.66 0.20 0.28  -0.62
9 H -2.62 -1.80 0.41  0.23
10 H 1.87 -1.70 -0.53  0.19
11 H 3.34 -0.39 -0.06  0.47

Properties
**SMILES string**: O=C1N=CO/C1=C/O
**LUMO level**: -0.77 eV
**ΔE to the lowest compared entry with this formula, charge and spin**: 99.8 kcal/mol
**Kohn-Sham gap**: 8.3550 eV



Record 2
The following is a DFT calculation (wB97M-V/def2-TZVPD) of 4 unconnected molecules or ions with the total composition CH12N2O3 in a non-equilibrium geometry.

Last column: Löwdin spin population.
Element x y z (Å)
1 N -1.16 3.06 -2.25  0.06
2 C -0.17 3.25 -1.30  0.10
3 N 0.46 1.97 -0.90  0.08
4 H -1.14 3.22 -3.25  0.02
5 H -1.82 2.35 -1.98  0.04
6 H 0.69 4.01 -1.51  0.01
7 H -0.76 3.54 -0.37  0.01
8 H 0.58 1.41 -1.82  0.08
9 H -0.28 1.59 -0.28  0.06
10 H 1.68 -1.43 -1.39  0.07
11 H 1.58 -0.19 -0.42  0.03
12 O 1.64 -1.17 -0.52  0.21
13 H 1.92 -1.61 2.33  0.02
14 H 2.74 -2.17 3.48  0.01
15 O 2.29 -1.40 3.15  0.09
16 H -2.87 -6.09 1.84  0.02
17 H -2.50 -5.22 3.06  0.02
18 O -2.89 -5.13 2.15  0.08

Properties
**Net charge**: -1
**LUMO level (alpha / beta)**: 3.11 / 3.12 eV
**ΔE to the lowest compared entry with this formula, charge and spin**: 35.0 kcal/mol
**Kohn-Sham gap (alpha / beta)**: 1.9048 / 8.3702 eV
**Multiplicity**: 2



Record 3
The following is a DFT calculation (wB97M-V/def2-TZVPD) of a molecular structure, C24H41NP2Ru in a non-equilibrium geometry.

Last column: Löwdin spin population.
Element x y z (Å)
1 Ru -0.06 -0.23 -1.44  1.45
2 C -0.97 -1.52 0.49  0.29
3 C 0.37 -1.83 -0.08  0.18
4 C 0.60 -0.36 1.73  0.28
5 C -0.79 -0.64 1.58  0.33
6 C 1.32 -1.07 0.76  0.32
7 C -2.21 -2.28 0.22  0.05
8 H -2.15 -2.75 -0.77  0.00
9 H -3.05 -1.57 0.24  0.01
10 H -2.42 -3.06 0.97  0.02
11 C -1.85 -0.14 2.48  0.05
12 H -2.84 -0.48 2.14  0.00
13 H -1.84 0.97 2.48  0.02
14 H -1.70 -0.47 3.51  0.02
15 C 1.16 0.50 2.80  0.04
16 H 1.02 0.04 3.80  0.01
17 H 0.64 1.47 2.81  0.01
18 H 2.23 0.67 2.65  0.00
19 C 2.79 -1.17 0.71  0.05
20 H 3.21 -1.83 1.50  0.02
21 H 3.23 -0.17 0.85  0.01
22 H 3.09 -1.57 -0.27  0.00
23 C 0.72 -3.14 -0.68  0.03
24 H 0.88 -3.90 0.10  0.01
25 H 1.65 -3.05 -1.26  0.00
26 H -0.08 -3.49 -1.33  0.00
27 C -1.51 1.46 -5.64  0.01
28 C -1.73 0.12 -5.78  0.00
29 C -1.10 -0.75 -6.82  0.00
30 C 0.39 -0.41 -7.10  0.00
31 C 1.14 0.01 -5.90  0.00
32 C 1.41 1.31 -5.61  0.01
33 C 0.74 2.50 -6.24  0.00
34 C -0.76 2.28 -6.62  0.00
35 H -1.69 -0.64 -7.75  0.00
36 H 0.46 0.32 -7.92  0.00
37 H -1.16 -1.82 -6.56  0.00
38 H -0.86 1.90 -7.65  0.00
39 H -2.09 2.03 -4.90  0.00
40 H -2.66 -0.27 -5.36  0.00
41 H -1.24 3.28 -6.63  0.00
42 H 0.77 3.39 -5.59  0.00
43 H 2.31 1.59 -5.06  0.00
44 H 1.32 2.76 -7.15  0.00
45 H 0.87 -1.32 -7.48  0.00
46 H 1.65 -0.80 -5.37  0.00
47 P -1.71 0.43 -2.81  0.18
48 C -3.12 1.40 -2.37  0.04
49 C -1.74 -1.28 -3.31  0.05
50 P 1.57 0.98 -2.37  0.22
51 C -0.10 1.33 -3.25  0.07
52 C 2.76 -0.12 -3.11  0.06
53 C 2.31 2.48 -1.75  0.03
54 H -2.85 2.04 -1.53  0.00
55 H -3.92 0.71 -2.07  0.00
56 H -3.41 1.98 -3.25  0.01
57 H -1.33 -1.42 -4.33  0.01
58 H -2.79 -1.61 -3.27  0.00
59 H -1.13 -1.89 -2.61  0.01
60 H 2.54 3.17 -2.58  0.01
61 H 3.23 2.19 -1.23  0.00
62 H 1.62 2.94 -1.03  0.00
63 H -0.27 2.43 -3.31  0.01
64 H 0.03 0.92 -4.25  0.01
65 H 3.62 -0.16 -2.44  0.00
66 H 3.07 0.18 -4.10  0.01
67 H 2.31 -1.12 -3.15  0.01
68 N -0.68 2.35 0.24  -0.01
69 C -0.43 1.46 -0.49  0.02

Properties
**Net charge**: +2
**LUMO level (alpha / beta)**: -6.51 / -8.55 eV
**Kohn-Sham gap (alpha / beta)**: 6.0379 / 5.8284 eV
**Multiplicity**: 5



Record 4
The following is a DFT calculation (wB97M-V/def2-TZVPD) of C5H11NO2 in the gas phase in a non-equilibrium geometry.

Last column: natural (NBO) charge in e.
Element x y z (Å)
1 C 0.57 0.34 2.42  -0.26
2 O -0.65 -0.09 1.69  -0.53
3 C -0.26 -0.09 0.22  0.04
4 C -0.02 -1.50 -0.07  -0.10
5 O 0.97 -2.05 -0.93  -0.71
6 C -1.00 0.65 -0.88  -0.13
7 C -0.60 0.91 -2.26  -0.30
8 N -0.52 2.07 -1.13  -0.57
9 H 1.59 -0.41 2.23  0.16
10 H 1.09 1.36 2.04  0.19
11 H 0.45 0.29 3.46  0.20
12 H 0.68 0.53 0.04  0.18
13 H 0.44 -1.59 1.16  0.18
14 H -1.13 -1.95 -0.24  0.17
15 H 0.81 -3.01 -0.63  0.48
16 H -2.21 0.92 -0.69  0.22
17 H 0.38 0.35 -2.55  0.21
18 H -1.16 1.27 -3.26  0.25
19 H 0.54 2.01 -0.62  0.31

Properties
**SMILES string**: CO[C@@H](CO)[C@@H]1CN1
**LUMO level**: 0.73 eV
**ΔE to the lowest compared entry with this formula, charge and spin**: 185.0 kcal/mol
**Kohn-Sham gap**: 10.4690 eV



Record 5
The following is a DFT calculation (wB97M-V/def2-TZVPD) of a molecular structure, C58H43IN8O3PSZr.

Last column: Mulliken charge in e.
Element x y z (Å)
1 Zr 1.86 0.84 0.17  -3.95
2 C -1.10 0.13 -3.51  -0.84
3 C 0.02 -0.41 -4.27  -0.87
4 C 0.77 -1.48 -3.98  -1.28
5 C 0.76 -2.38 -2.77  3.29
6 C -0.62 -2.69 -2.11  -2.34
7 C -1.94 -0.62 -2.80  -0.85
8 P 1.21 -1.48 -1.15  1.47
9 C 1.58 -3.65 -2.97  0.63
10 C 1.31 -4.81 -2.24  -0.20
11 C 2.06 -5.97 -2.40  -0.94
12 C 3.13 -5.99 -3.27  -0.56
13 C 3.45 -4.84 -3.98  -1.11
14 C 2.68 -3.69 -3.83  -0.15
15 C 2.79 -2.06 -0.43  0.08
16 C 3.59 -3.19 -0.61  -0.47
17 C 4.85 -3.21 -0.04  -0.95
18 C 5.33 -2.12 0.67  -0.93
19 C 4.55 -0.98 0.81  -0.48
20 C 3.27 -0.93 0.26  1.31
21 H -1.26 1.20 -3.57  0.90
22 H 0.30 0.14 -5.16  0.49
23 H 1.55 -1.69 -4.69  0.21
24 H -0.79 -3.76 -2.08  0.14
25 H -2.76 -0.16 -2.27  0.65
26 H 0.53 -4.83 -1.49  0.21
27 H 1.81 -6.85 -1.82  0.40
28 H 3.72 -6.89 -3.40  0.43
29 H 4.29 -4.83 -4.65  0.43
30 H 2.99 -2.82 -4.38  0.37
31 H 3.26 -4.05 -1.18  0.49
32 H 5.48 -4.08 -0.17  0.47
33 H 6.32 -2.15 1.11  0.46
34 H 4.96 -0.11 1.32  0.50
35 C -10.83 -2.95 5.17  -0.84
36 O -9.63 -2.58 5.83  -0.46
37 C -8.50 -2.49 5.09  0.95
38 C -7.34 -2.12 5.78  -0.61
39 C -6.15 -2.00 5.11  -0.52
40 C -6.07 -2.25 3.74  0.37
41 C -7.22 -2.61 3.06  -0.68
42 C -8.44 -2.74 3.72  -0.72
43 C -4.77 -2.11 3.07  0.17
44 N -3.66 -1.75 3.66  -0.88
45 C -2.72 -1.73 2.65  0.74
46 C -3.27 -2.10 1.44  -0.27
47 N -4.59 -2.34 1.73  -0.11
48 C -2.54 -2.26 0.23  0.76
49 C -3.30 -2.83 -0.89  -0.75
50 C -3.07 -2.76 -2.20  -1.81
51 C -1.86 -2.11 -2.80  0.63
52 N -0.31 -2.18 -0.76  0.56
53 C -1.19 -1.91 0.27  0.11
54 C -0.63 -1.37 1.50  -0.36
55 N 0.66 -0.90 1.50  0.49
56 C 1.25 -0.69 2.66  0.08
57 C 0.63 -0.81 3.91  -1.40
58 C -0.70 -1.11 3.92  -0.56
59 C -1.36 -1.39 2.71  0.64
60 H -11.60 -2.96 5.94  0.25
61 H -10.74 -3.94 4.73  0.34
62 H -11.09 -2.22 4.40  0.34
63 H -7.42 -1.93 6.84  0.43
64 H -5.25 -1.72 5.65  0.47
65 H -7.21 -2.82 2.00  0.22
66 H -9.32 -3.03 3.17  0.40
67 H -5.31 -2.59 1.07  0.27
68 H -4.20 -3.36 -0.59  0.43
69 H -3.77 -3.25 -2.87  0.42
70 H -1.76 -2.44 -3.84  0.91
71 H 2.30 -0.38 2.61  0.35
72 H 1.20 -0.62 4.81  0.50
73 H -1.27 -1.17 4.84  0.57
74 I -1.01 1.84 -0.27  0.48
75 C -0.32 3.01 -1.88  0.45
76 C -1.12 4.01 -2.35  -0.51
77 C -0.72 4.70 -3.51  -0.82
78 C 0.41 4.34 -4.17  -0.89
79 C 1.24 3.28 -3.70  1.10
80 C 2.38 2.87 -4.41  -1.15
81 C 3.13 1.82 -3.96  -1.20
82 C 2.78 1.18 -2.75  -0.43
83 C 1.73 1.58 -1.97  3.65
84 C 0.90 2.61 -2.49  -0.74
85 H -2.05 4.26 -1.85  0.49
86 H -1.35 5.50 -3.88  0.40
87 H 0.70 4.84 -5.09  0.45
88 H 2.64 3.38 -5.33  0.46
89 H 4.00 1.48 -4.52  0.50
90 H 3.43 0.37 -2.41  0.18
91 N 5.45 7.85 -1.87  -0.47
92 C 5.05 6.72 -1.23  1.05
93 C 4.44 5.67 -1.94  -0.90
94 C 4.07 4.52 -1.30  0.15
95 C 4.30 4.39 0.07  -0.78
96 C 4.90 5.41 0.79  -0.65
97 C 5.27 6.57 0.15  -0.80
98 S 3.78 2.96 0.88  2.09
99 O 3.88 1.83 -0.10  -0.55
100 O 4.47 2.81 2.12  -0.76
101 N 2.18 2.91 1.01  0.21
102 C 1.58 3.23 2.22  -0.04
103 N 0.66 2.33 2.59  0.26
104 C 0.08 2.53 3.77  -0.11
105 C 0.40 3.61 4.58  -0.87
106 C 1.36 4.47 4.09  -0.38
107 N 1.96 4.30 2.91  -0.55
108 H 5.14 8.03 -2.81  0.21
109 H 5.72 8.66 -1.34  0.21
110 H 4.28 5.78 -3.01  0.37
111 H 3.61 3.71 -1.86  0.27
112 H 5.06 5.29 1.86  0.49
113 H 5.74 7.37 0.70  0.31
114 H -0.66 1.80 4.07  0.55
115 H -0.07 3.76 5.54  0.40
116 H 1.68 5.34 4.66  0.44

Properties
**Net charge**: +1
**LUMO level**: -2.78 eV
**ΔE to the lowest compared entry with this formula, charge and spin**: 79.5 kcal/mol
**Kohn-Sham gap**: 6.5722 eV